Entry a
DFT (ωB97M-V with the def2-TZVPD basis set) results for a 2-piece molecular cluster, C2H6N2O2 overall.

charge: 0
Kohn-Sham gap: 9.408 eV
SMILES: N=C=O.CNO

XYZ file:
```
12
C2H6N2O2 ωB97M-V with the def2-TZVPD basis set
O -4.132 0.027 -0.475
O 1.396 -0.841 1.289
N 0.654 -0.332 0.218
N -2.156 0.736 0.542
C -3.148 0.277 0.064
C 1.520 0.126 -0.888
H -1.443 0.538 1.164
H 1.995 -0.157 1.607
H 1.621 -0.634 -1.647
H 2.528 0.280 -0.575
H 1.237 1.055 -1.363
H -0.072 -1.076 0.065
```

***

Entry b
DFT (ωB97M-V with the def2-TZVPD basis set) results for a 2-piece molecular cluster, C2H6N2O2 overall.

charge: 0
Kohn-Sham gap: 10.045 eV
SMILES: NC=O.NC=O

XYZ file:
```
12
C2H6N2O2 ωB97M-V with the def2-TZVPD basis set
O -3.981 -0.098 0.017
O 0.784 -0.061 0.133
N 2.769 -1.061 0.592
N -1.652 0.447 -0.345
C 2.002 -0.031 0.101
C -3.039 0.663 -0.292
H 3.753 -1.174 0.352
H -3.365 1.724 -0.642
H -1.207 -0.427 -0.423
H -1.066 1.231 -0.105
H 2.703 0.651 -0.434
H 2.300 -1.866 1.045
```

***

Entry c
DFT (ωB97M-V with the def2-TZVPD basis set) results for a 2-piece molecular cluster, C2H6N2O2 overall.

charge: 0
Kohn-Sham gap: 9.838 eV
SMILES: [NH3+]C(=O)[O-].C=N

XYZ file:
```
12
C2H6N2O2 ωB97M-V with the def2-TZVPD basis set
O -2.125 0.580 -2.580
O 0.138 0.701 -2.364
N 1.320 -0.280 0.752
N -1.167 0.310 -0.493
C -1.036 0.621 -2.040
C 1.419 -0.698 1.941
H -0.249 -0.022 -0.093
H -1.877 -0.419 -0.416
H 2.231 -0.113 0.330
H -1.509 1.104 0.046
H 0.494 -0.885 2.479
H 2.361 -0.899 2.438
```

***

Relative to the most stable structure, the computed energies are entry a 217.9; entry b 0.0; entry c 42.0, all in kJ/mol.

***

Entry a
DFT (ωB97M-V with the def2-TZVPD basis set) results for one molecule with the formula C2H6N2O2.

charge: 0
Kohn-Sham gap: 10.093 eV
SMILES: C/N=N/OCO

XYZ file:
```
12
C2H6N2O2 ωB97M-V with the def2-TZVPD basis set
O -1.186 1.902 0.761
O 0.818 1.183 -0.085
N 1.050 -1.084 -0.031
N 0.267 -0.121 -0.135
C 0.561 -2.413 0.125
C -0.297 2.078 -0.273
H -0.322 -2.526 -0.431
H 1.332 -3.113 -0.139
H -0.532 1.769 -1.340
H -2.053 1.746 0.401
H 0.131 2.998 -0.152
H 0.230 -2.419 1.299
```

***

Entry b
DFT (ωB97M-V with the def2-TZVPD basis set) results for a 2-piece molecular cluster, C2H6N2O2 overall.

charge: 0
Kohn-Sham gap (spin up / spin down): 8.599 / 8.243 eV
SMILES: [O-]/[NH+]=C1/CO1.N

XYZ file:
```
12
C2H6N2O2 ωB97M-V with the def2-TZVPD basis set
O -3.393 0.498 -0.317
O -1.734 -2.424 0.114
N -1.466 -1.266 0.340
N 1.451 -0.863 -0.117
C -2.188 -0.004 -0.601
C -2.298 1.296 0.072
H -2.201 1.470 1.072
H -0.509 -0.987 0.322
H 0.909 -0.020 -0.051
H 1.484 -1.194 -1.071
H 2.276 -0.791 0.411
H -2.292 2.182 -0.427
```

***

Entry c
DFT (ωB97M-V with the def2-TZVPD basis set) results for one molecule with the formula C2H6N2O2.

charge: 0
Kohn-Sham gap: 10.148 eV
SMILES: CON(C)N=O

XYZ file:
```
12
C2H6N2O2 ωB97M-V with the def2-TZVPD basis set
O -1.230 -1.975 -0.080
O 0.063 -0.009 0.837
N -1.161 -1.037 -0.893
N -0.400 -0.014 -0.513
C 1.190 -0.640 0.982
C -0.812 1.279 -0.897
H 1.321 -1.580 0.406
H -0.846 1.306 -1.826
H -1.758 1.450 -0.119
H 1.988 0.002 0.657
H 1.615 -0.611 2.121
H 0.030 1.831 -0.675
```

***

Relative to the most stable structure, the computed energies are entry a 0.0; entry b 277.5; entry c 255.3, all in kJ/mol.